1.
Formula: C6H9N
Source: the Open Molecules 2025 dataset
Level of theory: the ωB97M-V functional and the def2-TZVPD basis

The SMILES is C[C@@H]1[C@H](C)[C@@H]1C#N. The calculation puts the lowest unoccupied orbital energy at 0.87 eV.

CARTESIAN COORDINATES (ANGSTROEM)
C -1.37417 -0.89871 -0.65413
C -0.22273 0.02253 -1.03041
C 1.05566 0.14372 -0.24627
C 1.31180 -0.65503 1.00873
C 0.08528 1.30610 -0.26165
C -0.72637 1.60492 0.89182
N -1.42498 1.82410 1.78932
H -2.33216 -0.36792 -0.69012
H -1.42990 -1.72286 -1.37427
H -1.28807 -1.34695 0.34043
H -0.14011 0.15139 -2.10701
H 1.95204 0.34039 -0.83381
H 0.43559 -0.67561 1.66278
H 1.57381 -1.68450 0.74486
H 2.14144 -0.23008 1.58412
H 0.38287 2.18851 -0.82437

=====

2.
Formula: C2H4BrClO2S
Source: the Open Molecules 2025 dataset
Level of theory: the ωB97M-V functional and the def2-TZVPD basis

The calculation puts the lowest unoccupied orbital energy (alpha / beta) at -2.00 / -2.94 eV.

CARTESIAN COORDINATES (ANGSTROEM)
C -0.83074 -0.98743 -1.42353
C -0.20582 -0.04824 1.22281
O 1.64526 -0.22352 -0.52318
O -0.15427 1.43906 -0.82267
S 0.26963 0.10609 -0.46854
Cl 2.42442 2.69031 2.84318
Br 1.12793 0.48761 2.29522
H -1.75473 -0.72413 -1.05366
H -0.77721 -0.54722 -2.51134
H -0.52446 -2.00063 -1.17206
H -1.22001 -0.19189 1.61376

=====

3.
Formula: C4H6ClOP
Source: the Open Molecules 2025 dataset
Level of theory: the ωB97M-V functional and the def2-TZVPD basis

The SMILES is O=[P@@]1(Cl)C=CCC1. The calculation puts the lowest unoccupied orbital energy at 0.78 eV.

CARTESIAN COORDINATES (ANGSTROEM)
O -0.35419 2.22454 1.64394
P -0.52350 0.93080 0.99366
Cl -1.92276 -0.13513 1.89721
C -0.94447 0.81521 -0.76027
C -0.28797 -0.14191 -1.36827
C 0.63981 -0.94246 -0.54649
C 0.95382 -0.21882 0.77838
H -1.53557 1.69723 -1.19382
H -0.44739 -0.39219 -2.42052
H 0.14011 -1.77156 -0.16117
H 1.46477 -1.44071 -1.23126
H 0.84334 -0.88449 1.67733
H 1.97401 0.25950 0.69127

=====

4.
Formula: C5H12N4O3S
Source: the Open Molecules 2025 dataset
Level of theory: the ωB97M-V functional and the def2-TZVPD basis

The calculation puts the lowest unoccupied orbital energy at 0.43 eV.

CARTESIAN COORDINATES (ANGSTROEM)
C -1.72796 -0.10938 0.13188
C -2.02766 0.66985 1.38949
C 0.23073 0.44994 0.12094
C -2.01590 -1.67063 -1.72033
C 1.62935 2.06774 -0.96667
N -2.31198 -0.85721 -0.61668
N 0.34579 1.30411 1.24892
N 2.48885 -0.86557 0.92719
N 0.64323 1.03593 -1.04007
O 0.23863 -1.49815 1.94786
O 0.61104 -2.07012 -0.39857
O -1.04541 1.68050 1.61101
S 0.78022 -1.13001 0.66119
H -2.99351 1.18499 1.34909
H -1.83862 -0.03472 2.32722
H -1.04997 -2.12588 -1.72529
H -2.10648 -1.11995 -2.63359
H -2.76245 -2.41493 -1.73254
H 1.71471 2.58614 -1.93211
H 1.37111 2.65976 -0.04151
H 2.71418 1.68535 -0.88600
H 0.70870 0.83477 2.01518
H 2.60432 -1.44159 1.74480
H 2.88378 -1.14301 0.02799
H 0.91532 0.32210 -1.80940

=====

5.
Formula: C8H11N2S
Source: the Open Molecules 2025 dataset
Level of theory: the ωB97M-V functional and the def2-TZVPD basis

As for the charge: +1. The calculation puts the lowest unoccupied orbital energy (alpha / beta) at -3.21 / -3.21 eV.

CARTESIAN COORDINATES (ANGSTROEM)
C -1.90547 2.97536 -1.17571
C -2.61487 2.46705 -2.23950
C -0.88441 2.09415 -0.84739
C -0.82928 0.93011 -1.64159
C -0.59717 -1.48304 0.71250
C 0.92170 -1.59829 0.84656
C 1.31363 0.73414 -0.01564
C -0.10379 0.98596 -0.39272
N -0.96867 -0.17105 1.14478
N 1.62334 -0.71782 -0.13103
S -2.07878 0.89695 -2.77056
H -2.10438 3.92796 -0.71993
H -3.45560 2.91130 -2.74003
H -0.90693 -1.75129 -0.31486
H -1.04850 -2.22571 1.38448
H 1.19901 -1.27416 1.84992
H 1.25124 -2.62607 0.68338
H 2.00213 1.29525 -0.66037
H 1.44748 1.04808 1.02327
H -1.95882 0.00350 1.00209
H 2.63419 -0.85196 -0.01939
H 1.35281 -1.01742 -1.07552

=====

6.
Formula: C6H12N2
Source: the Open Molecules 2025 dataset
Level of theory: the ωB97M-V functional and the def2-TZVPD basis

The calculation puts the lowest unoccupied orbital energy at 0.73 eV.

CARTESIAN COORDINATES (ANGSTROEM)
C 1.03946 1.60197 1.70916
C -0.93673 -1.24742 1.56879
N 0.70080 0.41213 0.92587
C -1.03105 -0.03142 0.90550
N -1.82514 0.73153 0.31342
H 1.00674 0.48964 -0.04317
H -1.41869 1.31281 -0.41400
H 0.47153 2.45926 1.34233
H 2.10791 1.82288 1.65827
H 0.75954 1.42966 2.74743
H -1.75208 -1.95361 1.46711
H 0.78133 -0.67110 1.35888
H -0.57964 -1.19727 2.59316
C -0.51550 -1.45453 -2.20636
C 0.38087 -0.32342 -2.35254
C 1.19176 0.55360 -2.48312
H -0.10744 -2.19016 -1.51143
H -1.47664 -1.14065 -1.79746
H -0.71679 -1.91543 -3.17510
H 1.91976 1.31152 -2.60676

=====

7.
Formula: C8H8O2SSe
Source: the Open Molecules 2025 dataset
Level of theory: the ωB97M-V functional and the def2-TZVPD basis

The calculation puts the lowest unoccupied orbital energy (alpha / beta) at -1.44 / -0.18 eV.

CARTESIAN COORDINATES (ANGSTROEM)
C -0.05112 0.30625 -0.12582
C 1.33430 0.13820 0.08100
C -0.87138 -0.79088 -0.22343
C 1.48324 -1.21045 0.29456
C -2.30156 -0.78132 -0.30902
C 2.41931 1.18951 0.08787
C 4.31545 -0.75737 0.89504
C -4.23831 0.50146 -0.52288
O -2.95597 -1.76936 -0.20552
O -2.81897 0.48430 -0.56290
S 0.07719 -2.15791 0.25421
Se 4.11370 0.40969 -0.47948
H -0.56666 1.22344 -0.44886
H 2.24099 1.95665 -0.55621
H 2.84550 1.68931 1.06339
H 3.52483 -0.78556 1.55526
H 5.14045 -1.37239 0.78983
H -4.65455 0.91012 0.43979
H -4.57479 -0.47663 -0.66493
H -4.46166 1.29293 -1.36188

=====

8.
Formula: C25H31N3O6PPdS
Source: the Open Molecules 2025 dataset
Level of theory: the ωB97M-V functional and the def2-TZVPD basis

The expectation value of S² is 2.006. As for the charge: +1. The calculation puts the lowest unoccupied orbital energy (alpha / beta) at -2.66 / -3.79 eV. The multiplicity is 3.

CARTESIAN COORDINATES (ANGSTROEM)
Pd -0.31357 0.39687 -0.12187
O 3.40991 -1.10605 -1.25700
C 2.31246 -0.61980 -1.13367
N 1.60364 -0.42360 0.02698
C 2.18523 -0.42240 1.26516
O 3.35767 -0.48392 1.55018
C 1.15489 -0.28629 2.38879
C 1.55512 -0.47346 3.70284
C 0.60903 -0.37325 4.70767
C -0.70735 -0.08298 4.37109
C -1.02407 0.10189 3.03857
N -0.11255 -0.00118 2.06979
C 1.55249 -0.16439 -2.37961
C 2.12333 -0.34147 -3.62830
C 1.42778 0.09712 -4.74354
C 0.18786 0.69684 -4.57612
C -0.31969 0.83522 -3.29581
N 0.35358 0.41297 -2.22564
H 2.59604 -0.69392 3.89328
H 0.88837 -0.52327 5.74203
H -1.47776 -0.00121 5.12467
H -2.03581 0.33087 2.72111
H 3.09512 -0.81076 -3.68552
H 1.84714 -0.02524 -5.73328
H -0.38285 1.05540 -5.42089
H -1.28162 1.29264 -3.10151
C -1.20974 -4.54026 1.65749
C -0.92320 -3.11041 1.28114
O -1.53967 -2.85429 -0.01333
P -1.89953 -1.35849 -0.44759
O -3.24025 -0.92935 0.27480
C -4.46056 -1.72286 0.17348
C -4.98786 -1.96810 1.56334
O -2.36675 -1.59012 -1.94471
C -1.57438 -2.37060 -2.88418
C -2.35461 -3.59091 -3.29760
H -0.66616 -4.79238 2.56853
H -0.88529 -5.21937 0.87034
H -2.27330 -4.69672 1.83587
H 0.14638 -2.91795 1.17938
H -1.33580 -2.41706 2.01485
H -4.23992 -2.65567 -0.34617
H -5.15063 -1.14278 -0.43640
H -4.26313 -2.52225 2.16129
H -5.90631 -2.55332 1.51593
H -5.21200 -1.02809 2.06678
H -0.62446 -2.64303 -2.42145
H -1.37190 -1.70832 -3.72515
H -2.58121 -4.21618 -2.43447
H -1.76646 -4.18130 -4.00117
H -3.28737 -3.30924 -3.78478
C -2.43664 4.55663 -0.01450
S -2.10875 2.85041 0.41762
O -1.91303 2.09072 -0.88108
C -0.45237 3.06383 1.05146
C -0.25534 3.20628 2.41847
C 1.03970 3.26929 2.90717
C 2.12187 3.17771 2.03746
C 1.91358 3.05652 0.67220
C 0.61760 3.00530 0.16697
H -1.69971 4.89291 -0.74244
H -2.37023 5.14465 0.90022
H -3.44240 4.61798 -0.42469
H -1.09919 3.23529 3.09724
H 1.20929 3.37176 3.97072
H 3.13025 3.20072 2.42755
H 2.75580 2.99088 -0.00390
H 0.43830 2.94705 -0.90088